DFT (ωB97M-V/def2-TZVPD) results for a structure of composition C58H73MoNOP2S3Si in a non-equilibrium geometry.

## Properties
HOMO level (alpha / beta) = -6.65 / -7.82 eV
Kohn-Sham gap (alpha / beta) = 6.74 / 7.60 eV
Net charge = 0
Spin multiplicity = 3

Element x y z (Å)
Mo -0.8629 -0.7703 0.3565
C 3.0182 -0.9547 0.0634
Si 1.4950 0.1979 0.0853
C 1.9471 0.9461 1.8001
C 3.1014 1.7188 1.9730
C 3.5472 2.0901 3.2291
C 2.8160 1.7191 4.3540
C 1.6733 0.9516 4.2113
C 1.2476 0.5289 2.9454
P -0.1375 -0.6638 2.7236
C -1.3204 -0.2741 4.0927
C -1.0501 -0.7585 5.5198
C -1.8895 0.0938 6.4892
C -3.2553 0.4674 5.8800
C -3.7216 -0.6045 4.8965
C -2.7427 -0.7366 3.7099
C 0.7049 -2.3297 2.8927
C 1.7062 -2.6040 4.0292
C 1.1851 -3.4158 5.2208
C 0.3616 -4.6252 4.7837
C -0.7877 -4.1835 3.8837
C -0.2426 -3.5226 2.6221
C 1.9453 1.3916 -1.3597
C 2.8610 0.8763 -2.2895
C 3.1062 1.4787 -3.5168
C 2.4009 2.6149 -3.8651
C 1.5170 3.1747 -2.9508
C 1.3153 2.6161 -1.6877
P 0.3078 3.4133 -0.3791
C 1.6660 4.2551 0.6079
C 2.2825 5.5360 0.0433
C 3.4314 6.0291 0.9273
C 2.9391 6.2922 2.3486
C 2.3522 5.0142 2.9458
C 1.2333 4.4405 2.0715
C -0.7854 4.7391 -1.1451
C -1.5428 5.4183 0.0123
C -2.7219 6.2658 -0.4770
C -2.3470 7.1597 -1.6804
C -0.8359 7.2139 -1.8734
C -0.2859 5.8144 -2.1618
H 3.9093 -0.3237 0.1282
H 3.0185 -1.5954 0.9486
H 3.1154 -1.5929 -0.8127
H 3.6599 2.0349 1.0945
H 4.4509 2.6796 3.3366
H 3.1376 2.0241 5.3427
H 1.1202 0.6889 5.1036
H -1.2876 0.8211 4.0940
H -1.3584 -1.8021 5.5951
H -0.0011 -0.7240 5.8017
H -2.0321 -0.4641 7.4183
H -1.3387 1.0038 6.7470
H -3.9939 0.6035 6.6716
H -3.1849 1.4217 5.3500
H -3.8105 -1.5594 5.4265
H -4.7165 -0.3627 4.5191
H -2.7050 -1.7820 3.3852
H -3.0990 -0.1653 2.8568
H 1.3050 -2.2192 1.9864
H 2.5234 -3.1774 3.5777
H 2.1537 -1.6709 4.3749
H 2.0432 -3.7394 5.8134
H 0.5718 -2.7958 5.8748
H 0.9978 -5.3257 4.2296
H -0.0159 -5.1565 5.6601
H -1.4093 -5.0371 3.6037
H -1.4312 -3.4850 4.4283
H 0.3166 -4.2789 2.0611
H -1.0622 -3.2145 1.9728
H 3.3705 -0.0541 -2.0790
H 3.8172 1.0364 -4.2054
H 2.5455 3.0804 -4.8333
H 0.9854 4.0648 -3.2343
H 2.4494 3.4945 0.6028
H 2.6463 5.3573 -0.9714
H 1.5267 6.3252 -0.0016
H 4.2198 5.2674 0.9552
H 3.8698 6.9345 0.4985
H 3.7553 6.6613 2.9746
H 2.1706 7.0747 2.3241
H 3.1483 4.2690 3.0389
H 1.9691 5.2020 3.9533
H 0.9225 3.4711 2.4747
H 0.3666 5.1045 2.1223
H -1.5200 4.1162 -1.6637
H -1.9083 4.6667 0.7109
H -0.8553 6.0578 0.5694
H -3.5478 5.6052 -0.7450
H -3.0721 6.8811 0.3548
H -2.7946 6.7626 -2.5969
H -2.7481 8.1656 -1.5486
H -0.5842 7.8711 -2.7087
H -0.3614 7.6434 -0.9855
H -0.6440 5.5370 -3.1581
H 0.7944 5.8636 -2.2230
O -2.8156 -0.2988 0.5069
C -3.6990 0.7307 0.1724
C -5.1147 0.1883 -0.1115
C -5.3818 -0.9430 -0.8139
C -6.7548 -1.1133 -1.1444
C -7.5217 -0.0820 -0.7053
S -6.5806 1.0780 0.1226
C -3.6425 1.7182 1.3597
C -2.4739 2.2712 1.7916
C -2.5843 2.9860 3.0148
C -3.8496 2.9558 3.5114
S -4.8951 2.0695 2.4952
C -3.2366 1.3711 -1.1583
C -2.2620 0.8926 -1.9859
C -2.1542 1.6027 -3.2186
C -3.0718 2.5988 -3.3125
S -4.0616 2.6795 -1.9127
H -4.6092 -1.6225 -1.1153
H -7.1420 -1.9639 -1.6916
H -8.5890 0.0598 -0.7982
H -1.5515 2.1586 1.2401
H -1.7613 3.5013 3.4942
H -4.2361 3.4176 4.4091
H -1.6339 0.0484 -1.7225
H -1.4211 1.3774 -3.9832
H -3.2265 3.2973 -4.1228
C 1.8669 -3.8499 -0.9103
C 0.5234 -4.5011 -0.8657
C 0.4089 -5.8705 -1.0671
C -0.8228 -6.5013 -1.0655
C -1.9626 -5.7366 -0.8829
C -1.8826 -4.3659 -0.6833
C -3.1185 -3.5433 -0.5504
C -0.6294 -3.7260 -0.6519
N -0.5582 -2.3505 -0.3838
H 2.6441 -4.5739 -1.1574
H 2.1169 -3.3861 0.0434
H 1.8706 -3.0624 -1.6629
H 1.3130 -6.4476 -1.2281
H -0.8952 -7.5718 -1.2163
H -2.9401 -6.2063 -0.9020
H -4.0141 -4.1645 -0.5838
H -3.1466 -2.8344 -1.3792
H -3.1337 -2.9555 0.3663

Cartesian forces (eV/Å) of the 3 atoms listed first:
-0.417 -1.165 -0.593
-0.112 -0.188 -0.026
0.910 0.547 0.283

Here are the Mulliken charges for atoms 1 to 5, given in e: -1.678, -2.348, 3.067, 0.418, -0.505

DFT (ωB97M-V/def2-TZVPD) results for a cluster of 15 separate species, C58H87Cl2F15N2O20P2 in total in a non-equilibrium geometry.

## Properties
HOMO level = -5.53 eV
Kohn-Sham gap = 8.30 eV
Net charge = -2

Element x y z (Å)
C 1.4804 6.0166 -0.6033
C 0.2610 6.7736 -1.1337
C -0.6585 5.8983 -1.9755
N -1.9881 6.5492 -2.2565
C -1.7522 7.6630 -3.2495
C -2.6330 7.1395 -0.9895
C -4.0740 7.1890 -1.3586
C -4.4208 6.0893 -2.4102
C -3.0251 5.5924 -2.7761
H 1.7495 6.4176 0.3727
H 2.3404 6.2279 -1.2417
H 1.3336 4.9401 -0.5520
H 0.5926 7.6402 -1.7058
H -0.2412 7.0625 -0.2117
H -0.8653 4.9944 -1.3951
H -0.2837 5.5269 -2.9313
H -2.7052 8.1409 -3.4681
H -1.2731 7.2667 -4.1438
H -1.1011 8.4595 -2.8916
H -2.1828 8.0823 -0.6949
H -2.5191 6.4276 -0.1690
H -4.3791 8.1506 -1.7765
H -4.7302 6.9861 -0.5124
H -4.9307 6.5147 -3.2716
H -5.0256 5.3001 -1.9725
H -2.8639 5.3992 -3.8377
H -2.8003 4.6237 -2.3259
C 1.2241 -3.1228 2.2799
C 1.2535 -1.6393 1.9232
C 0.9666 -1.4226 0.4173
N 0.4416 -0.0822 -0.0564
C -1.0363 -0.0633 0.2277
C 0.7005 0.0771 -1.5621
C 0.7019 1.5813 -1.8776
C 1.0291 2.2339 -0.5272
C 1.2435 1.1050 0.4815
H 0.9109 -3.4139 3.2804
H 2.1747 -3.5913 2.0171
H 0.4977 -3.6121 1.6255
H 2.1897 -1.1289 2.1560
H 0.5097 -1.1693 2.5746
H 0.2894 -2.1964 0.0481
H 1.8808 -1.6608 -0.1280
H -1.4354 -0.8365 -0.4264
H -1.4430 0.9114 -0.0323
H -1.1571 -0.3185 1.2783
H 0.0244 -0.5419 -2.1507
H 1.7062 -0.3213 -1.6923
H -0.2611 1.9028 -2.2740
H 1.4696 1.8804 -2.5865
H 0.1923 2.8570 -0.2078
H 1.9318 2.8334 -0.6296
H 0.8395 1.3834 1.4549
H 2.2879 0.8118 0.5687
P 5.3181 -0.9085 -0.0872
F 3.8498 -0.6103 -0.8101
F 4.5414 -1.7684 1.0728
F 5.5313 -2.2194 -0.9981
F 6.7447 -1.1323 0.6328
F 6.0576 -0.0593 -1.2660
F 5.0476 0.4314 0.7750
P -1.4641 -3.5066 -3.1628
F -1.0368 -4.5680 -4.3315
F -2.6985 -3.0075 -4.0924
F -2.4477 -4.6853 -2.5743
F -1.7905 -2.5046 -1.9295
F -0.2479 -4.1418 -2.2400
F -0.3874 -2.4190 -3.6883
Cl -0.9049 3.6949 -5.8289
O -0.0856 4.8860 -5.6888
O -1.2934 3.1793 -4.5309
O -2.1048 3.9938 -6.5713
O -0.0912 2.7077 -6.4656
Cl -3.4064 3.4049 0.7593
O -3.7045 2.3435 1.6705
O -4.3905 4.4534 0.8852
O -2.0532 3.8575 1.0247
O -3.5124 2.8887 -0.5570
C 1.9391 0.3944 -5.2730
O 2.2098 -0.8612 -4.6680
C 2.5498 -1.9137 -5.3911
O 2.4860 -1.9965 -6.5912
O 3.0401 -2.9321 -4.6607
C 3.1819 -2.7883 -3.2345
H 2.0714 1.1608 -4.5186
H 0.9220 0.3688 -5.6631
H 2.5969 0.5958 -6.1201
H 2.2200 -3.0008 -2.7616
H 3.4429 -1.7700 -2.9591
H 3.9109 -3.4992 -2.8588
C 2.2537 4.3925 -3.6975
O 3.4666 4.3189 -4.4517
C 4.3180 3.3311 -4.3993
O 5.3921 3.3622 -4.9533
O 3.8692 2.3612 -3.5825
C 4.7730 1.3556 -3.1628
H 1.4230 3.7524 -3.9920
H 1.8827 5.4137 -3.6758
H 2.4931 4.1386 -2.6619
H 5.4448 0.9634 -3.9238
H 4.1442 0.5503 -2.7922
H 5.3309 1.7800 -2.3312
C -5.2383 -4.1374 -1.3237
O -5.1208 -2.8341 -0.8233
C -5.5549 -1.8110 -1.5402
O -6.1000 -1.8784 -2.6178
O -5.4996 -0.6462 -0.9174
C -5.0963 -0.4960 0.4447
H -5.4210 -4.2182 -2.3921
H -5.9876 -4.6892 -0.7499
H -4.3029 -4.6592 -1.1150
H -5.2692 -1.4250 0.9874
H -5.6472 0.2690 0.9892
H -4.0513 -0.1903 0.4923
C -2.4633 0.2127 -6.9513
O -3.2853 -0.7186 -6.2300
C -3.6260 -0.4368 -4.9602
O -4.7654 -0.4855 -4.5703
O -2.5849 -0.0821 -4.2355
C -2.8228 0.5883 -2.9972
H -2.5563 1.2223 -6.5456
H -2.7863 0.2584 -7.9880
H -1.3930 0.0149 -6.8932
H -3.6873 0.2977 -2.4037
H -2.9014 1.6592 -3.1857
H -1.9294 0.4122 -2.4045
F 3.1033 3.9771 1.3941
C 3.2059 3.6388 2.6961
C 2.8984 4.5974 3.6368
C 3.1092 4.2895 4.9759
C 3.5235 3.0128 5.3235
C 3.5752 1.9907 4.3822
C 3.5447 2.3599 3.0341
H 2.6318 5.6075 3.3581
H 2.8218 4.9973 5.7413
H 3.5798 2.6950 6.3581
H 3.7842 0.9729 4.6778
H 3.7582 1.6282 2.2644
F -1.9757 -6.5275 4.0707
C -1.9981 -5.4312 3.2727
C -2.2464 -4.1819 3.8157
C -2.4159 -3.0783 2.9730
C -2.3174 -3.2465 1.5948
C -2.0821 -4.5170 1.0569
C -1.8525 -5.6111 1.8986
H -2.4622 -4.0753 4.8709
H -2.6124 -2.1375 3.4681
H -2.5300 -2.4421 0.9041
H -2.1776 -4.6409 -0.0148
H -1.6187 -6.5426 1.4023
F 1.7810 -6.3743 2.7265
C 2.1354 -7.6552 2.9656
C 3.2856 -8.1604 2.3787
C 3.5735 -9.5069 2.5229
C 2.7084 -10.3036 3.2771
C 1.5410 -9.7836 3.8374
C 1.2358 -8.4401 3.6753
H 3.8713 -7.4393 1.8236
H 4.4812 -9.9669 2.1591
H 2.8725 -11.3589 3.4518
H 0.8354 -10.4428 4.3239
H 0.3245 -7.9883 4.0437
C 0.3774 -0.2043 5.1076
C -0.6584 -0.9597 5.6386
C -1.9748 -0.5209 5.5190
C -2.2705 0.6204 4.7928
C -1.2252 1.3592 4.2345
C 0.0936 1.0069 4.4918
H 1.3897 -0.5694 5.2239
H -0.4532 -1.9522 6.0222
H -2.8129 -1.0737 5.9269
H -3.2960 0.8405 4.5268
H -1.5293 2.2778 3.7471
H 0.8989 1.6264 4.1171
C 0.5589 -4.7962 5.8295
C 1.8661 -4.3444 5.7817
C 2.5282 -3.8929 6.9267
C 1.8232 -3.8756 8.1241
C 0.5130 -4.3072 8.2116
C -0.0901 -4.8119 7.0668
H 0.0943 -5.2055 4.9448
H 2.3672 -4.2430 4.8268
H 3.5532 -3.5568 6.8668
H 2.2928 -3.3879 8.9714
H -0.0370 -4.2497 9.1403
H -1.0809 -5.2371 7.1764

Cartesian forces (eV/Å) of the 3 atoms listed first:
0.632 0.418 -0.595
0.108 -0.373 0.011
-0.323 -0.838 0.592

Here are the Mulliken charges for atoms 1 to 5, given in e: -0.664, -0.319, 0.453, 0.638, -0.907

DFT (ωB97M-V/def2-TZVPD) results for a structure of composition C58H89N2O4SbSeSi5TeTi in a non-equilibrium geometry.

## Properties
HOMO level (alpha / beta) = -9.77 / -9.77 eV
Kohn-Sham gap (alpha / beta) = 7.70 / 7.85 eV
Net charge = +1
Spin multiplicity = 2

Element x y z (Å)
Ti -0.5546 -0.3798 -0.9679
C -1.8493 2.4582 0.1495
O -1.8522 1.0366 0.1021
Si -3.3206 0.1437 -0.0590
C -4.5375 1.3520 -0.8010
C -4.0794 -0.3122 1.5715
C -2.5607 -1.1864 -1.0694
Si -3.2952 -1.1197 -2.7971
C -2.8228 -2.5398 -3.9207
C -5.1854 -1.1408 -2.7934
C -2.7600 0.5013 -3.6365
Si -2.5336 -2.9245 -0.3635
C -2.1479 -3.0115 1.4675
C -4.1471 -3.8341 -0.6534
C -1.1290 -3.9126 -1.1679
H -2.4784 2.8044 0.9704
H -0.8279 2.7838 0.3315
H -2.2168 2.8663 -0.7924
H -4.6365 2.1970 -0.1146
H -5.5194 0.8856 -0.8741
H -4.2767 1.7368 -1.7848
H -4.5705 0.5554 2.0160
H -3.3787 -0.7141 2.2931
H -4.8406 -1.0764 1.3919
H -3.2486 -3.4788 -3.5647
H -1.7492 -2.6751 -4.0339
H -3.2508 -2.3451 -4.9072
H -5.5873 -1.5747 -1.8766
H -5.5494 -1.7528 -3.6207
H -5.6164 -0.1479 -2.9063
H -3.6193 1.1509 -3.8103
H -2.3074 0.2975 -4.6081
H -2.0311 1.0780 -3.0537
H -3.0164 -2.8278 2.0965
H -1.3612 -2.3104 1.7547
H -1.7875 -4.0182 1.6935
H -4.9769 -3.3227 -0.1609
H -4.0910 -4.8436 -0.2419
H -4.4003 -3.9178 -1.7097
H -0.3316 -4.0509 -0.4321
H -0.7093 -3.4399 -2.0588
H -1.4680 -4.9089 -1.4572
O 1.6639 -2.1563 -0.9765
C 2.5508 -1.5002 -0.0606
C 1.6963 -0.4443 0.6890
O 2.1678 0.4690 1.3157
O 0.3850 -0.6899 0.5954
C 3.7337 -0.8903 -0.8133
C 4.5903 0.0186 -0.1957
C 5.6969 0.5084 -0.8720
C 5.9758 0.0900 -2.1658
C 5.1486 -0.8430 -2.7686
C 4.0412 -1.3361 -2.0927
C 3.0854 -2.5328 0.9393
C 3.4047 -3.8027 0.4600
C 3.9374 -4.7635 1.3039
C 4.1742 -4.4605 2.6364
C 3.8727 -3.1949 3.1118
C 3.3308 -2.2320 2.2724
H 1.5315 -3.0566 -0.6555
H 4.3985 0.3381 0.8171
H 6.3563 1.2093 -0.3756
H 6.8450 0.4674 -2.6872
H 5.3669 -1.1962 -3.7683
H 3.4206 -2.0820 -2.5653
H 3.2820 -4.0470 -0.5897
H 4.1831 -5.7421 0.9140
H 4.5923 -5.2064 3.2979
H 4.0550 -2.9476 4.1481
H 3.0860 -1.2580 2.6719
C 3.0046 3.3138 -0.1929
N 1.8301 4.0040 -0.7205
C 1.5922 5.3586 -0.6520
C 0.4797 5.6020 -1.3779
N 0.0533 4.3914 -1.8853
C -1.0679 4.2369 -2.7998
C 0.8821 3.4168 -1.4642
Se 0.9223 1.6063 -1.9667
H 3.5432 4.0083 0.4449
H 3.6363 2.9938 -1.0208
H 2.6912 2.4421 0.3758
H 2.2353 6.0221 -0.1042
H -0.0390 6.5200 -1.5836
H -2.0061 4.4397 -2.2863
H -1.0667 3.2165 -3.1768
H -0.9484 4.9328 -3.6281
C 2.6231 3.9565 3.1906
C 1.9772 3.9268 4.5497
C 2.4916 4.7260 5.5686
C 1.9184 4.7331 6.8287
C 0.8164 3.9312 7.0866
C 0.2974 3.1363 6.0783
C 0.8631 3.1269 4.8063
Sb -0.0351 1.8337 3.3080
C 0.5378 0.1101 4.5014
C 1.8889 0.2099 4.8477
C 2.5393 -0.7954 5.5422
C 1.8480 -1.9486 5.8779
C 0.5180 -2.0693 5.5230
C -0.1551 -1.0499 4.8485
C -1.6101 -1.2384 4.5480
C -1.9838 2.6456 3.8155
C -3.0401 1.9382 4.3801
C -4.2919 2.5109 4.5665
C -4.5109 3.8175 4.1698
C -3.4686 4.5384 3.6083
C -2.2062 3.9814 3.4294
C -1.1212 4.8539 2.8503
H 3.6444 4.3356 3.2494
H 2.0616 4.6045 2.5081
H 2.6537 2.9622 2.7437
H 3.3580 5.3460 5.3695
H 2.3338 5.3572 7.6082
H 0.3634 3.9238 8.0691
H -0.5640 2.5136 6.2904
H 2.4502 1.1017 4.5922
H 3.5766 -0.6710 5.8266
H 2.3428 -2.7523 6.4072
H -0.0249 -2.9709 5.7808
H -1.8650 -2.2940 4.4659
H -1.8780 -0.7487 3.6125
H -2.2229 -0.8153 5.3458
H -2.8990 0.9163 4.6913
H -5.0862 1.9350 5.0232
H -5.4816 4.2774 4.2977
H -3.6328 5.5673 3.3088
H -1.5417 5.7864 2.4738
H -0.5901 4.3659 2.0272
H -0.3753 5.1006 3.6084
C 2.9692 -0.8037 -6.8611
Si 1.8669 0.6033 -6.3109
C 2.8452 1.7424 -5.2034
C 1.2330 1.5302 -7.8040
C 0.3353 -0.0206 -5.3956
Te 0.7296 -1.0826 -3.5948
C 1.3097 -2.9456 -4.4643
Si 0.3402 -4.2368 -5.4640
C -0.6017 -5.4129 -4.3641
C -0.7651 -3.5105 -6.7932
C 1.7234 -5.2032 -6.2755
H 3.7270 -0.4210 -7.5476
H 2.4187 -1.5884 -7.3834
H 3.4949 -1.2555 -6.0178
H 3.7418 2.0909 -5.7196
H 3.1583 1.2337 -4.2885
H 2.2604 2.6171 -4.9125
H 2.0633 1.9177 -8.3971
H 0.6092 2.3770 -7.5131
H 0.6378 0.8857 -8.4531
H -0.3056 -0.6411 -6.0194
H -0.2483 0.8500 -5.0883
H 1.7702 -3.4805 -3.6264
H 2.1375 -2.6310 -5.1007
H -1.4850 -4.9703 -3.9096
H 0.0363 -5.7976 -3.5663
H -0.9279 -6.2657 -4.9631
H -1.8199 -3.6273 -6.5446
H -0.5857 -4.0310 -7.7352
H -0.5818 -2.4523 -6.9719
H 2.4837 -5.5024 -5.5517
H 2.2173 -4.6223 -7.0567
H 1.3311 -6.1118 -6.7363

Cartesian forces (eV/Å) of the 3 atoms listed first:
-0.744 0.758 0.371
0.152 0.055 0.220
0.003 -0.294 -0.277

Here are the Mulliken charges for atoms 1 to 5, given in e: -1.143, -0.252, 1.713, -0.276, -1.429